Entry 1:
The molecule C20H20Cl2FN3O4. Source: the Open Molecules 2025 dataset; level of theory: the ωB97M-V functional and the def2-TZVPD basis.

Geometry (Å):
C -5.641 -0.046 -1.066
O -4.320 -0.226 -1.536
C -3.347 -0.632 -0.686
C -2.065 -0.716 -1.236
C -0.972 -1.096 -0.487
C -1.111 -1.423 0.854
C 0.063 -1.797 1.727
N 1.235 -2.224 0.988
C 1.322 -3.603 0.576
C 2.089 -1.263 0.582
O 1.936 -0.094 0.889
C 3.286 -1.677 -0.285
N 3.814 -0.486 -0.904
C 4.479 0.413 -0.132
O 5.113 0.127 0.858
C 4.340 1.852 -0.657
N 3.021 2.343 -0.297
C 1.924 1.921 -0.948
O 1.988 1.309 -2.010
C 0.578 2.257 -0.385
C -0.463 2.253 -1.315
C -1.785 2.399 -0.954
C -2.091 2.524 0.391
Cl -3.731 2.646 0.894
C -1.089 2.544 1.345
C 0.240 2.428 0.958
Cl 1.393 2.479 2.237
C -2.377 -1.357 1.415
C -3.470 -0.970 0.662
F -4.667 -0.942 1.301
H -6.203 0.319 -1.924
H -6.078 -0.985 -0.720
H -5.684 0.693 -0.263
H -1.956 -0.465 -2.278
H -0.002 -1.117 -0.959
H -0.223 -2.584 2.429
H 0.359 -0.911 2.302
H 0.977 -3.741 -0.454
H 2.346 -3.965 0.661
H 0.690 -4.205 1.227
H 4.059 -2.103 0.362
H 3.004 -2.393 -1.057
H 3.210 -0.075 -1.614
H 4.437 1.870 -1.745
H 5.091 2.493 -0.196
H 2.916 2.671 0.653
H -0.196 2.111 -2.352
H -2.567 2.393 -1.696
H -1.335 2.649 2.390
H -2.539 -1.600 2.454

Forces on atoms 1 to 3 (eV/Å):
-0.4458 0.0839 0.0867
0.2119 -0.0156 -0.0592
0.2699 -0.0966 0.0638

The HOMO energy comes out at -8.5 eV. The SMILES is COc1ccc(CN(C)C(=O)CNC(=O)CNC(=O)c2ccc(Cl)cc2Cl)cc1F. The LUMO energy comes out at 0.434 eV. The value obtained for the HOMO-LUMO gap is 8.974 eV. The maximum force is 0.65 eV/A.

***

Entry 2:
C22H20ClMnN as an isolated structure at a distorted geometry. Source: the Open Molecules 2025 dataset; level of theory: the ωB97M-V functional and the def2-TZVPD basis.

Geometry (Å):
C -2.461 -1.998 -1.477
C -1.750 -2.158 -2.738
C -1.484 -0.885 -3.264
H -1.543 -3.104 -3.246
C -1.845 0.094 -2.313
C -2.583 -0.524 -1.233
H -2.844 -0.029 -0.268
H -2.783 -2.811 -0.816
H -1.045 -0.682 -4.249
H -1.738 1.170 -2.489
Mn -0.893 -1.210 -0.407
Cl 0.223 -3.196 0.012
C 2.920 -0.747 -1.092
C 2.595 0.507 -1.707
C 1.884 0.219 -2.918
H 2.748 1.494 -1.258
C 1.805 -1.203 -3.073
C 2.463 -1.797 -1.954
H 2.486 -2.865 -1.734
H 3.348 -0.895 -0.100
H 1.357 0.940 -3.558
H 1.160 -1.744 -3.785
C -0.316 4.454 0.899
C -0.217 3.853 -0.368
C -0.137 2.466 -0.489
C -0.158 1.643 0.659
C -0.248 2.268 1.917
C -0.333 3.650 2.040
N -0.128 0.267 0.579
C -0.008 -0.534 1.747
C 1.217 -0.612 2.427
C 1.292 -1.340 3.608
C 0.141 -1.949 4.130
C -1.082 -1.870 3.453
C -1.165 -1.170 2.257
H -0.379 5.548 0.990
H -0.208 4.481 -1.256
H -0.048 2.004 -1.463
H -0.277 1.659 2.806
H -0.416 4.114 3.020
H 2.085 -0.131 1.985
H 2.241 -1.424 4.129
H 0.189 -2.484 5.078
H -1.975 -2.346 3.847
H -2.089 -1.123 1.671

Forces on atoms 1 to 3 (eV/Å):
-0.9335 0.9039 -1.3625
-1.4082 0.1746 0.6130
0.0980 0.0945 0.3585

The HOMO energy (spin up / spin down) comes out at 0.2 / 0.2 eV. Its multiplicity is 6. The LUMO energy (spin up / spin down) comes out at 5.062 / 5.053 eV. The value obtained for the HOMO-LUMO gap (spin up / spin down) is 4.861 / 4.849 eV. Its charge is -2. The maximum force is 3.87 eV/A.

***

Entry 3:
The molecule C27H30N4O2. Source: the Open Molecules 2025 dataset; level of theory: the ωB97M-V functional and the def2-TZVPD basis.

Geometry (Å):
C 2.081 -1.710 2.115
N 2.534 -2.046 0.786
C 2.905 -3.431 0.536
C 1.681 -4.293 0.382
C 1.022 -4.369 -0.840
C -0.126 -5.137 -0.939
C -0.582 -5.789 0.198
N 0.033 -5.720 1.366
C 1.135 -4.996 1.450
C 2.466 -1.195 -0.264
O 2.793 -1.533 -1.388
C 1.975 0.202 0.066
C 1.918 1.083 -1.178
C 2.710 2.374 -1.009
O 3.360 2.680 -0.029
N 2.502 3.216 -2.046
C 1.831 2.799 -3.253
C 0.558 1.968 -2.917
N 0.560 1.461 -1.564
C -0.120 2.323 -0.607
C -1.584 1.858 -0.465
C -2.455 2.809 0.316
C -3.831 2.762 0.114
C -4.683 3.589 0.822
C -4.172 4.482 1.748
C -2.806 4.536 1.960
C -1.954 3.705 1.252
C -1.594 0.476 0.148
C -1.610 0.295 1.525
C -1.568 -0.978 2.068
C -1.502 -2.088 1.241
C -1.482 -1.914 -0.133
C -1.529 -0.642 -0.674
H 2.382 -2.501 2.798
H 2.533 -0.777 2.452
H 0.993 -1.612 2.157
H 3.530 -3.786 1.360
H 3.483 -3.440 -0.391
H 1.410 -3.827 -1.690
H -0.656 -5.229 -1.875
H -1.479 -6.394 0.178
H 1.606 -4.983 2.426
H 2.659 0.667 0.782
H 0.988 0.120 0.521
H 2.341 0.505 -2.010
H 2.972 4.109 -2.026
H 2.509 2.185 -3.861
H 1.571 3.687 -3.832
H -0.338 2.573 -3.063
H 0.508 1.116 -3.603
H -0.104 3.377 -0.917
H 0.381 2.250 0.359
H -1.995 1.775 -1.477
H -4.235 2.064 -0.606
H -5.749 3.537 0.650
H -4.834 5.131 2.301
H -2.398 5.229 2.682
H -0.892 3.763 1.439
H -1.661 1.155 2.179
H -1.588 -1.104 3.141
H -1.466 -3.082 1.663
H -1.432 -2.774 -0.782
H -1.506 -0.512 -1.745

Forces on atoms 1 to 3 (eV/Å):
-0.2401 0.2607 0.1839
0.3017 -0.2746 0.0163
0.0435 -0.0080 -0.2264

The HOMO energy comes out at -8.5 eV. The SMILES is CN(Cc1cccnc1)C(=O)C[C@@H]1C(=O)NCCN1CC(c1ccccc1)c1ccccc1. The LUMO energy comes out at 0.684 eV. The value obtained for the energy relative to the best compared isomer or geometry (same formula, charge and spin) is 37.0 kJ/mol. The value obtained for the HOMO-LUMO gap is 9.166 eV. The maximum force is 0.58 eV/A.